# C36H27BrN4O3ReS5Sb

A molecular structure, C36H27BrN4O3ReS5Sb (wB97M-V/def2-TZVPD, the Open Molecules 2025 dataset).

Positions of all 78 atoms, in Å:
Re -0.40601 1.23990 -0.69261
Sb -3.25111 2.45330 -2.38209
Br 3.26406 -5.66961 -4.77750
S -4.78574 3.39812 -1.01502
S -1.64145 -1.24204 1.67014
S -2.46618 0.37505 -1.40583
S -3.61632 2.30785 -4.59261
S -1.04385 3.25396 -1.75949
O 0.24854 -2.40941 0.43539
O 0.24559 -0.79317 -1.12527
O -0.96298 0.03671 1.22795
N 0.99789 1.30927 -2.14555
N 1.33307 1.52882 0.30588
N 1.42357 1.96360 1.53415
N -0.77165 2.46217 0.95505
C 3.67600 0.71695 0.26099
C -4.90975 0.31456 4.40946
C 0.60378 -1.22687 3.24253
C 1.10029 -2.93360 4.86820
C 1.40200 2.82797 -5.49684
C 0.40141 2.17772 -6.21155
C -0.56567 -1.89714 2.93964
C -2.16314 3.74131 2.39333
C 1.30937 -2.46306 -3.02783
C -1.13076 3.81056 3.34199
C 1.43765 -1.75494 4.21860
C 2.45626 1.05253 -0.33955
C -0.20348 0.94458 -4.23505
C 0.06419 3.19932 3.08362
C 4.49895 0.15983 -1.93177
C 1.93656 -3.29041 -3.94848
C 2.39136 -4.52878 -3.52935
C -3.68630 0.97408 4.35044
C 2.22892 -4.95846 -2.22293
C 0.46922 -1.97181 -0.69322
C -0.07796 -3.59503 4.54377
C -0.40400 1.24688 -5.57525
C -2.68002 0.50210 3.52735
C -0.91772 -3.07800 3.57044
C -5.13270 -0.81474 3.63730
C 0.79769 1.58968 -3.52866
C 4.69399 0.26549 -0.53478
C -2.91287 -0.63247 2.76540
C -4.13048 -1.29041 2.80061
C 1.59282 -4.12161 -1.31854
C 1.13252 -2.87244 -1.71252
C 0.23197 2.52676 1.85967
C 2.24032 0.95979 -1.72343
C -1.95578 3.06586 1.22256
C 3.31440 0.50076 -2.52643
C 1.59419 2.54314 -4.15632
H -1.21704 0.77186 -6.10755
H -3.12612 4.20155 2.56051
H 1.75903 -3.34449 5.62234
H -1.72762 1.01066 3.45975
H 2.07315 -2.97525 -4.97364
H -2.73720 2.98538 0.47756
H 2.59400 -5.93024 -1.92047
H -3.52027 1.86585 4.94145
H 0.85977 -0.31847 2.71171
H 5.30493 -0.21433 -2.55073
H 0.22892 2.42407 -7.25117
H -0.85088 0.24486 -3.72026
H -1.27448 4.34913 4.27051
H 2.36001 -1.24377 4.46341
H 1.44586 -4.42343 -0.28986
H 3.77995 0.81021 1.33309
H 0.89996 3.22835 3.76756
H -6.09235 -1.31340 3.66740
H 0.95115 -1.48659 -3.32580
H -5.69675 0.69510 5.04737
H 2.34970 3.06328 -3.58099
H -1.83306 -3.59231 3.30309
H 5.63922 -0.02501 -0.09674
H -0.33927 -4.51846 5.04408
H 3.18228 0.40494 -3.59475
H 2.01806 3.57655 -5.97923
H -4.30163 -2.15066 2.16533

Cartesian forces (eV/Å) of the 2 atoms listed first:
Re 0.48 -0.93 0.59
Sb -0.11 0.09 -0.02

- multiplicity = 2
- Kohn-Sham gap (spin up / spin down) (eV) = 6.01 / 6.09
- net charge = -1